# 1
Computed, not measured: a structure of composition C34H38AsF6N6O2SY at a distorted geometry, with ωB97M-V/def2-TZVPD.

Charge = 0
Energy above the lowest of the compared OMol25 structures with the same formula, charge and spin = 0.000 eV
Highest occupied orbital energy = -7.7 eV
E_LUMO = -0.45 eV
Orbital gap = 0.265 hartree

Each line ends with the Mulliken charge.
Atoms and positions in Å:
Y1 0.25 0.02 -0.08  -1.57
C1 3.41 -0.76 1.49  -1.88
N1 2.32 0.20 1.32  0.69
C2 2.36 1.25 2.06  -0.35
C3 1.34 2.25 2.03  -0.33
C4 1.25 3.41 2.80  -1.18
C5 0.03 4.00 2.44  -1.13
C6 -0.52 3.17 1.46  -1.16
N2 0.26 2.11 1.20  2.14
C7 3.24 -1.63 2.71  0.88
C8 4.31 -1.86 3.56  -0.72
C9 4.16 -2.67 4.68  -0.61
C10 2.93 -3.24 4.97  -0.61
C11 1.85 -3.01 4.12  -1.27
C12 2.01 -2.21 3.00  0.70
H1 4.37 -0.23 1.56  0.53
H2 3.46 -1.37 0.59  0.12
H3 3.20 1.41 2.74  0.40
H4 1.95 3.74 3.55  0.55
H5 -0.40 4.91 2.83  0.44
H6 -1.47 3.30 0.96  0.19
H7 5.27 -1.41 3.35  0.37
H8 5.00 -2.84 5.34  0.39
H9 2.81 -3.87 5.84  0.39
H10 0.89 -3.46 4.33  0.49
H11 1.16 -2.05 2.35  0.58
C13 -2.76 -1.62 -5.10  -0.72
C14 -1.70 -0.83 -4.68  -0.65
C15 -1.44 -0.65 -3.33  0.52
C16 -2.25 -1.29 -2.39  -0.90
C17 -3.32 -2.09 -2.80  -0.37
C18 -3.57 -2.25 -4.16  -0.77
N3 -1.97 -1.06 -1.01  2.06
N4 -2.54 -1.85 -0.23  -0.88
C19 -2.30 -1.62 1.15  -0.62
C20 -3.23 -2.25 1.98  -0.49
C21 -3.15 -2.04 3.35  -0.69
C22 -2.14 -1.24 3.85  -0.85
C23 -1.21 -0.65 2.99  -0.03
C24 -1.24 -0.82 1.61  1.20
H12 -2.96 -1.75 -6.15  0.43
H13 -1.06 -0.34 -5.41  0.46
H14 -0.61 -0.04 -3.01  0.04
H15 -3.94 -2.57 -2.06  0.45
H16 -4.39 -2.87 -4.48  0.43
H17 -3.99 -2.88 1.55  0.49
H18 -3.87 -2.51 4.01  0.37
H19 -2.07 -1.07 4.92  0.45
H20 -0.42 -0.04 3.44  0.49
C25 0.22 -3.54 -2.66  -2.01
C26 1.21 -2.86 -1.71  1.44
O1 0.83 -1.60 -1.34  1.13
C27 2.58 -2.76 -2.42  0.42
F1 3.13 -3.98 -2.65  -0.32
F2 3.48 -2.05 -1.73  -0.18
F3 2.44 -2.17 -3.61  -0.27
C28 1.35 -3.75 -0.45  0.02
F4 0.29 -3.55 0.36  -0.20
F5 2.45 -3.49 0.27  -0.26
F6 1.38 -5.07 -0.73  -0.33
H21 0.04 -2.89 -3.50  0.39
H22 -0.72 -3.71 -2.13  0.43
H23 0.60 -4.50 -3.01  0.45
S1 2.23 1.17 -1.97  -0.54
C29 2.24 2.78 -1.49  0.08
N5 3.27 3.38 -0.86  -0.06
C30 2.91 4.69 -0.34  -0.45
C31 1.47 4.87 -0.88  -0.38
N6 1.23 3.65 -1.64  -0.02
H24 4.03 2.82 -0.52  0.27
H25 3.59 5.45 -0.72  0.30
H26 2.93 4.70 0.75  0.28
H27 1.39 5.75 -1.52  0.45
H28 0.76 4.96 -0.06  0.03
H29 0.31 3.23 -1.76  0.13
C32 -3.51 1.54 0.24  -1.11
As1 -2.65 2.19 -1.36  0.88
C33 -2.79 4.11 -1.40  -1.21
C34 -3.73 1.64 -2.86  -1.24
O2 -1.05 1.76 -1.47  -0.07
H30 -4.15 2.33 0.63  0.61
H31 -2.75 1.28 0.98  0.25
H32 -4.10 0.66 0.00  0.31
H33 -3.82 4.41 -1.20  0.44
H34 -2.50 4.45 -2.39  0.42
H35 -2.12 4.55 -0.66  0.24
H36 -4.63 2.26 -2.86  0.50
H37 -3.99 0.59 -2.80  0.30
H38 -3.17 1.82 -3.78  0.38

=====

# 2
Computed, not measured: a structure of composition C34H38AsN6O3W at a distorted geometry, with ωB97M-V/def2-TZVPD.

Charge = +3
Highest occupied orbital energy = -16.3 eV
E_LUMO = -10.06 eV
Orbital gap = 0.229 hartree

Each line ends with the Mulliken charge.
Atoms and positions in Å:
W1 1.13 -0.74 1.16  1.26
C1 0.63 2.41 4.30  -1.84
C2 0.85 1.61 3.06  1.01
N1 1.33 0.41 3.03  -0.56
C3 1.83 -0.32 4.20  -0.78
C4 1.07 -1.63 4.29  -0.87
N2 0.75 -2.14 2.92  -0.34
C5 1.19 -3.53 2.61  -0.90
C6 2.60 -3.48 2.07  -0.63
N3 2.74 -2.31 1.13  -0.67
C7 3.05 -2.64 -0.32  -1.10
C8 2.05 -1.96 -1.28  -0.74
N4 1.56 -0.68 -0.74  1.05
C9 2.46 0.53 -0.78  1.46
C10 3.36 0.72 -1.97  -1.69
C11 1.56 1.69 -0.40  0.48
C12 1.49 3.01 -0.81  -1.06
C13 0.91 3.92 0.07  -0.95
C14 0.56 3.54 1.37  -0.92
C15 0.67 2.21 1.71  0.49
N5 1.00 1.33 0.75  0.88
H1 1.49 2.37 4.97  0.47
H2 -0.23 2.01 4.83  0.38
H3 0.43 3.45 4.07  0.44
H4 1.73 0.25 5.12  0.74
H5 2.89 -0.49 4.02  0.24
H6 0.12 -1.49 4.81  0.42
H7 1.64 -2.37 4.84  0.45
H8 -0.26 -2.15 2.85  0.38
H9 0.50 -3.92 1.87  0.28
H10 1.12 -4.15 3.50  0.58
H11 2.87 -4.41 1.56  0.44
H12 3.32 -3.33 2.87  0.39
H13 3.55 -1.82 1.46  0.31
H14 3.03 -3.72 -0.45  0.54
H15 4.07 -2.31 -0.52  0.27
H16 1.18 -2.61 -1.40  0.27
H17 2.52 -1.82 -2.25  0.81
H18 2.79 0.85 -2.90  0.31
H19 4.04 -0.13 -2.10  0.47
H20 3.98 1.60 -1.82  0.46
H21 1.91 3.33 -1.75  0.66
H22 0.83 4.96 -0.22  0.59
H23 0.29 4.29 2.10  0.51
O1 -2.33 -1.94 0.96  -0.64
N6 -1.36 -1.35 0.61  0.63
O2 -0.11 -2.18 0.44  -0.71
O3 -0.78 -0.35 1.58  -0.51
C16 -4.39 -3.59 -3.12  -0.56
C17 -4.98 -2.67 -2.26  -0.89
C18 -4.22 -1.68 -1.67  -0.25
C19 -2.86 -1.61 -1.97  0.88
C20 -2.25 -2.53 -2.83  -0.33
C21 -3.02 -3.52 -3.40  -0.83
As1 -1.81 -0.26 -1.17  1.96
C22 -2.76 1.23 -0.49  0.05
C23 -3.63 1.31 0.58  -0.28
C24 -4.25 2.52 0.82  -0.95
C25 -4.00 3.61 0.00  -0.86
C26 -3.11 3.52 -1.07  -0.86
C27 -2.46 2.32 -1.32  0.48
C28 -1.48 2.08 -2.39  0.75
C29 -1.10 3.01 -3.36  -0.70
C30 -0.17 2.67 -4.33  -1.10
C31 0.40 1.40 -4.36  -0.70
C32 0.04 0.46 -3.41  -1.02
C33 -0.89 0.81 -2.45  0.52
H24 -4.99 -4.36 -3.58  0.42
H25 -6.04 -2.73 -2.06  0.45
H26 -4.68 -0.96 -1.01  0.36
H27 -1.19 -2.47 -3.06  0.23
H28 -2.58 -4.24 -4.08  0.45
H29 -3.83 0.45 1.21  0.61
H30 -4.95 2.62 1.64  0.49
H31 -4.50 4.55 0.19  0.48
H32 -2.94 4.39 -1.69  0.48
H33 -1.55 4.00 -3.38  0.49
H34 0.10 3.40 -5.08  0.46
H35 1.11 1.15 -5.14  0.59
H36 0.47 -0.54 -3.45  0.45
C34 3.12 0.29 0.60  -1.88
H37 4.00 -0.34 0.50  0.44
H38 3.37 1.20 1.13  0.41

=====

# 3
Computed, not measured: a structure of composition C34H38BCrF3N9O3 at a distorted geometry, with ωB97M-V/def2-TZVPD.

Charge = 0
2S+1 = 4
Energy above the lowest of the compared OMol25 structures with the same formula, charge and spin = 4.716 eV
Highest occupied orbital energy (spin up / spin down) = -6.6 / -6.7 eV
E_LUMO (spin up / spin down) = -1.65 / -1.99 eV
Orbital gap (spin up / spin down) = 0.183 / 0.174 hartree

Each line ends with the Mulliken charge.
Atoms and positions in Å:
Cr1 1.19 0.92 -1.78  -0.48
C1 0.12 4.04 0.78  -1.88
C2 -0.03 2.70 0.06  1.63
O1 0.95 2.52 -0.88  -0.95
C3 -1.40 2.59 -0.56  -2.01
C4 -1.69 1.62 -1.46  1.23
C5 -3.04 1.57 -2.13  -1.67
N1 -0.75 0.68 -1.82  1.93
N2 -1.22 -0.31 -2.64  -0.94
C6 -0.24 -0.90 -3.25  0.30
O2 0.98 -0.46 -3.08  -1.01
C7 -0.51 -2.04 -4.15  0.67
C8 0.53 -2.60 -4.89  -0.13
C9 0.27 -3.66 -5.75  -0.74
C10 -1.01 -4.16 -5.87  -0.42
C11 -2.05 -3.62 -5.12  -0.76
C12 -1.80 -2.56 -4.26  -0.37
H1 1.05 4.06 1.35  0.36
H2 -0.72 4.19 1.47  0.30
H3 0.13 4.85 0.05  0.46
H4 -2.13 3.35 -0.33  0.26
H5 -3.67 2.37 -1.76  0.45
H6 -3.52 0.61 -1.95  0.28
H7 -2.90 1.66 -3.21  0.33
H8 1.52 -2.18 -4.79  0.42
H9 1.08 -4.09 -6.32  0.41
H10 -1.22 -4.98 -6.55  0.42
H11 -3.05 -4.01 -5.21  0.40
H12 -2.58 -2.12 -3.66  0.49
B1 4.58 0.10 -1.71  0.20
N3 4.09 1.25 -2.60  -0.49
C13 4.85 1.96 -3.44  -0.27
C14 4.02 2.79 -4.18  -1.03
C15 2.74 2.52 -3.70  -0.68
N4 2.81 1.58 -2.75  1.31
N5 3.60 -0.15 -0.53  -0.64
C16 4.03 -0.73 0.64  -0.86
C17 3.00 -0.83 1.50  -0.92
C18 1.86 -0.20 0.83  0.56
N6 2.33 0.09 -0.49  1.62
H13 5.64 0.40 -1.23  -0.13
H14 4.66 -0.93 -2.34  -0.11
H15 5.92 1.84 -3.48  0.43
H16 4.31 3.50 -4.94  0.41
H17 1.79 2.94 -3.98  0.54
H18 5.06 -1.03 0.75  0.51
H19 2.99 -1.25 2.49  0.72
H20 0.95 -0.79 0.80  -0.15
C19 -0.87 3.17 6.51  -1.18
C20 -1.54 3.14 5.14  -0.36
N7 -2.38 1.96 4.94  0.30
C21 -3.64 1.90 5.66  -0.80
C22 -3.59 0.99 6.88  -1.05
C23 -2.11 0.94 4.06  -0.22
O3 -2.89 0.01 3.91  -0.66
C24 -0.85 1.06 3.25  -1.01
C25 0.46 0.96 3.82  0.08
C26 1.54 1.09 3.04  -1.72
C27 1.43 1.24 1.56  -0.22
N8 0.12 1.61 1.13  1.26
C28 -0.95 1.39 1.95  0.08
H21 -0.22 4.05 6.58  0.41
H22 -0.26 2.28 6.66  0.25
H23 -1.61 3.23 7.30  0.31
H24 -0.79 3.17 4.35  0.10
H25 -2.17 4.03 5.03  0.42
H26 -4.40 1.51 4.97  0.41
H27 -3.92 2.91 5.94  0.40
H28 -3.34 -0.03 6.57  0.29
H29 -4.57 0.97 7.37  0.38
H30 -2.85 1.33 7.60  0.26
H31 0.57 0.80 4.88  0.63
H32 2.55 1.05 3.44  0.61
H33 2.15 1.96 1.17  0.45
H34 -1.91 1.55 1.48  0.77
F1 -0.59 -7.11 -1.24  -0.28
C29 -1.20 -6.13 -1.96  0.72
F2 -0.94 -6.39 -3.25  -0.21
F3 -2.53 -6.28 -1.78  -0.30
C30 -0.72 -4.78 -1.53  0.58
C31 -1.56 -3.88 -0.91  -0.91
C32 -1.02 -2.67 -0.49  -0.35
N9 0.25 -2.34 -0.68  0.15
C33 1.05 -3.21 -1.28  -0.22
C34 0.62 -4.45 -1.72  -1.17
H35 -2.61 -4.11 -0.75  0.51
H36 -1.63 -1.93 0.02  0.50
H37 2.08 -2.90 -1.42  0.36
H38 1.30 -5.16 -2.17  0.44

=====

Number 1: E -137936.843 eV. Number 2: E -113593.297 eV. Number 3: E -92679.083 eV.